Entry 1:
Below is C18H26N2O6S in the gas phase at a distorted geometry, with properties calculated with the ωB97M-V functional and the def2-TZVPD basis.

Structure (XYZ):
```
53
C18H26N2O6S | OMol25 | the ωB97M-V functional and the def2-TZVPD basis
C 0.521 4.003 -2.591
O -0.077 3.192 -1.605
C -0.104 1.847 -1.793
C 0.351 1.186 -2.927
C 0.292 -0.198 -2.997
C -0.214 -0.915 -1.935
S -0.223 -2.699 -2.014
O -0.235 -3.226 -0.677
O 0.830 -3.121 -2.892
N -1.689 -2.983 -2.805
C -2.820 -2.780 -1.928
C -1.718 -4.238 -3.526
C -0.680 -0.282 -0.798
C -0.637 1.101 -0.720
N -1.031 1.803 0.423
C -1.916 1.381 1.358
O -2.634 0.415 1.253
C -1.885 2.254 2.624
O -0.725 1.917 3.384
C 0.442 2.463 3.029
O 0.551 3.305 2.171
C 1.578 1.850 3.798
C 1.758 0.398 3.330
C 2.039 0.275 1.826
C 2.853 -1.021 1.655
C 3.132 -1.533 3.077
C 2.954 -0.307 3.969
H 0.471 5.018 -2.202
H 1.567 3.727 -2.754
H -0.025 3.950 -3.538
H 0.757 1.739 -3.758
H 0.656 -0.731 -3.859
H -3.738 -2.885 -2.505
H -2.825 -3.497 -1.100
H -2.768 -1.773 -1.520
H -0.759 -4.348 -4.024
H -2.517 -4.204 -4.267
H -1.878 -5.093 -2.859
H -1.050 -0.871 0.025
H -0.554 2.691 0.562
H -1.873 3.319 2.371
H -2.739 2.010 3.257
H 2.483 2.428 3.609
H 1.348 1.861 4.864
H 0.848 -0.157 3.574
H 1.119 0.245 1.245
H 2.616 1.138 1.489
H 3.787 -0.816 1.132
H 2.303 -1.759 1.072
H 4.124 -1.972 3.169
H 2.398 -2.291 3.350
H 2.781 -0.567 5.012
H 3.835 0.334 3.911
```

Calculated values
highest occupied orbital energy: -8.618 eV
LUMO: 0.6 eV
relative energy (zero: lowest compared OMol25 entry of this formula, charge and spin): 142.2 kJ/mol

Mulliken atomic charge list, values in e, 2 entries: atom 1 (C): -0.9777, atom 2 (O): -0.4488

Entry 2:
Below is a 9-piece molecular cluster, C19H28BF5N2O21 overall at a distorted geometry, with properties calculated with the ωB97M-V functional and the def2-TZVPD basis.

Structure (XYZ):
```
76
C19H28BF5N2O21 | OMol25 | the ωB97M-V functional and the def2-TZVPD basis
B -3.397 -0.334 4.497
H -3.924 0.546 4.163
H -3.170 -0.181 5.541
H -4.117 -1.120 4.333
H -2.529 -0.522 3.883
C 0.609 -0.604 -0.083
C -0.380 -1.360 0.788
O -0.536 -2.617 0.700
O -1.053 -0.715 1.546
H 1.567 -0.466 0.419
H 0.210 0.396 -0.252
H 0.681 -1.048 -1.076
C 2.474 -4.814 -0.257
C 2.778 -4.069 1.059
O 3.567 -3.006 0.616
C 3.537 -2.905 -0.752
O 4.051 -1.962 -1.385
O 2.756 -3.887 -1.265
F 3.514 -4.879 1.858
H 1.471 -5.212 -0.416
H 3.058 -5.731 -0.178
H 1.885 -3.746 1.595
C -5.711 1.207 -0.834
C -5.845 2.140 0.324
O -5.221 1.392 1.411
C -4.696 0.252 0.976
O -4.007 -0.544 1.595
O -5.044 0.096 -0.265
F -7.112 2.314 0.558
H -5.133 1.552 -1.691
H -6.697 0.843 -1.124
H -5.520 3.152 0.080
C -0.700 2.461 -2.949
C -0.994 0.988 -2.912
O -1.636 0.710 -4.131
C -1.773 1.847 -4.854
O -2.345 1.983 -5.932
O -0.943 2.809 -4.329
F -1.850 0.801 -1.939
H 0.335 2.618 -2.646
H -1.338 3.069 -2.307
H -0.182 0.282 -2.742
C 4.152 -0.394 2.359
C 4.444 0.686 3.338
O 5.468 1.390 2.681
C 5.683 0.893 1.422
O 6.602 1.356 0.716
O 4.794 -0.082 1.177
F 4.841 0.195 4.477
H 3.108 -0.297 2.063
H 4.369 -1.375 2.782
H 3.578 1.311 3.554
C -2.029 2.326 2.692
C -1.140 2.780 1.479
O -0.995 4.110 1.732
C -2.011 4.544 2.478
O -2.313 5.704 2.728
O -2.646 3.529 2.992
F -1.860 2.481 0.387
H -1.502 1.860 3.526
H -2.787 1.632 2.329
H -0.185 2.256 1.462
C -0.697 -3.218 -2.617
N -0.496 -4.233 -3.712
O 0.496 -4.942 -3.518
O -1.156 -4.189 -4.753
H -1.680 -3.414 -2.190
H -0.717 -2.211 -3.035
H 0.030 -3.306 -1.810
C 3.578 0.790 -2.180
N 4.553 1.840 -2.547
O 4.082 2.947 -2.693
O 5.724 1.532 -2.691
H 3.684 0.744 -1.096
H 3.840 -0.074 -2.790
H 2.548 1.094 -2.362
```

Calculated values
highest occupied orbital energy: -2.040 eV
LUMO: 3.6 eV
relative energy (zero: lowest compared OMol25 entry of this formula, charge and spin): 508.5 kJ/mol
net charge: -2

Mulliken atomic charge list, values in e, 2 entries: atom 1 (B): 1.1213, atom 2 (H): -0.4271

Entry 3:
Below is an isolated ion of composition C8H10NS2 and charge +1 at a distorted geometry, with properties calculated with the ωB97M-V functional and the def2-TZVPD basis.

Structure (XYZ):
```
21
C8H10NS2 | OMol25 | the ωB97M-V functional and the def2-TZVPD basis
C -2.537 0.371 1.228
C -2.995 0.237 -0.066
C -1.321 0.442 1.677
C -2.016 0.021 -0.995
C -0.272 0.142 0.779
C -0.749 -0.096 -0.477
C 1.220 0.226 1.120
C 1.847 -0.486 -1.217
N 2.003 -0.724 0.194
S 2.154 -1.910 -2.208
S 2.297 1.182 -1.655
H -3.310 0.543 1.959
H -4.040 0.295 -0.329
H -1.052 0.784 2.736
H -2.081 -0.199 -2.110
H 1.461 1.182 0.875
H 1.501 0.003 2.073
H 3.009 -0.701 0.524
H 1.700 -1.718 0.490
H 2.081 -1.282 -3.323
H 1.100 1.686 -1.275
```

Calculated values
highest occupied orbital energy (alpha / beta): -12.194 / -12.432 eV
LUMO (alpha / beta): -4.0 / -4.7 eV
relative energy (zero: lowest compared OMol25 entry of this formula, charge and spin): 353.9 kJ/mol
net charge: +1

Mulliken atomic charge list, values in e, 2 entries: atom 1 (C): -0.3847, atom 2 (C): -0.4927

Entry 4:
Below is a 2-piece molecular cluster, C5H8OSe overall at a distorted geometry, with properties calculated with the ωB97M-V functional and the def2-TZVPD basis.

Structure (XYZ):
```
15
C5H8OSe | OMol25 | the ωB97M-V functional and the def2-TZVPD basis
C -1.123 2.276 -0.062
C 1.085 -1.109 -0.125
C 0.682 0.063 0.814
C -0.101 -1.163 -1.106
C -0.772 0.178 1.113
O -0.095 2.790 -0.177
Se -1.750 -1.045 -0.050
H -1.969 2.267 -0.691
H 2.132 -0.952 -0.582
H 1.212 -2.066 0.463
H 1.434 -0.007 1.650
H 0.757 0.993 0.220
H -0.132 -0.267 -1.800
H -0.285 -1.993 -1.816
H -1.075 0.035 2.149
```

Calculated values
highest occupied orbital energy (alpha / beta): -7.422 / -7.333 eV
LUMO (alpha / beta): 0.3 / 0.4 eV
relative energy (zero: lowest compared OMol25 entry of this formula, charge and spin): 253.8 kJ/mol

Mulliken atomic charge list, values in e, 2 entries: atom 1 (C): 0.1204, atom 2 (C): -0.3402